125
Properties=species:S:1:pos:R:3:lowdin_charge:R:1 method="wB97M-V/def2-TZVPD" energy_ha=-3853.681061 gap_ev=6.5 lumo_energy_ev=0.16 multiplicity=1
Rb 0.2184 0.5865 -0.5480 0.6067
C -0.5060 -2.5068 0.6583 -0.0263
C -0.0196 -2.0262 1.9984 -0.3228
C -0.2881 -2.8041 3.1476 -0.0154
C 0.0960 -2.3454 4.3701 -0.0097
C 0.7275 -1.0885 4.4845 -0.1660
C 1.1117 -0.5528 5.7283 -0.0658
C 1.7091 0.6796 5.7714 -0.0962
C 1.9084 1.4187 4.6011 -0.1366
C 1.5275 0.9493 3.3482 -0.6778
S 1.6869 1.9785 1.9666 0.5100
C 0.9519 -0.3663 3.2763 -0.2397
N 0.5960 -0.8702 2.0654 0.0947
H -0.2142 -3.5437 0.4799 0.0755
H -0.1185 -1.8919 -0.1490 -0.0074
H -1.5982 -2.4466 0.6407 0.0790
H -0.7858 -3.7566 3.0395 0.0922
H -0.0903 -2.9335 5.2628 0.1148
H 0.9209 -1.1128 6.6363 0.1023
H 2.0228 1.0999 6.7199 0.0993
H 2.3536 2.4035 4.6482 0.0885
C -5.4441 -2.3482 -0.7671 -0.0709
N -4.3351 -1.7694 -1.5072 -0.1284
C -3.4021 -0.8975 -1.0874 -0.1523
N -2.5501 -0.6513 -2.0631 0.0797
C -3.0095 -1.4387 -3.0725 -0.2042
N -4.0910 -2.1233 -2.7821 0.1087
C -4.9478 -3.2041 0.3743 -0.1966
C -5.3100 -2.9511 1.6913 -0.0271
C -4.7696 -3.7049 2.7243 -0.0565
C -3.8306 -4.6855 2.4563 -0.0173
C -3.4625 -4.9394 1.1369 -0.1391
C -4.0428 -4.2171 0.0999 0.0312
C -2.3214 -5.7807 0.7976 -0.2964
N -2.0414 -6.3347 -0.3371 0.1226
N -0.7152 -6.6808 -0.2965 0.1217
C -0.2633 -6.3136 0.8585 -0.2996
O -1.2479 -5.7806 1.6248 0.1107
C 1.1210 -6.0989 1.2679 -0.1424
C 1.5034 -6.0528 2.6065 -0.0203
C 2.7671 -5.5944 2.9371 -0.0558
C 3.6276 -5.1355 1.9479 -0.0213
C 3.2503 -5.1842 0.6120 -0.1951
C 4.1062 -4.6018 -0.4883 -0.0701
N 3.3496 -3.6293 -1.2588 -0.1300
C 2.7335 -2.5087 -0.8452 -0.1425
N 2.1035 -1.9481 -1.8553 0.0808
C 2.3665 -2.7878 -2.8888 -0.2146
N 3.1263 -3.8133 -2.5746 0.1028
C 2.0074 -5.6966 0.2755 0.0307
H -5.9985 -2.9475 -1.4864 0.1321
H -6.0937 -1.5539 -0.3987 0.1259
H -3.3541 -0.4851 -0.0899 0.1007
H -2.5409 -1.4891 -4.0415 0.1097
H -6.0054 -2.1494 1.9114 0.1132
H -5.0584 -3.5031 3.7475 0.1084
H -3.3659 -5.2433 3.2591 0.1209
H -3.7220 -4.4115 -0.9170 0.1295
H 0.8017 -6.3512 3.3748 0.1207
H 3.0681 -5.5516 3.9755 0.1093
H 4.5880 -4.7136 2.2195 0.1163
H 4.4009 -5.3721 -1.1983 0.1307
H 5.0060 -4.1414 -0.0795 0.1286
H 2.7759 -2.1295 0.1655 0.1286
H 2.0015 -2.6308 -3.8905 0.1068
H 1.6786 -5.7242 -0.7571 0.1302
O -0.1513 1.4664 -3.9845 -0.0775
H -0.6787 0.8731 -3.4383 -0.0099
H 0.6369 1.6634 -3.4461 -0.0202
O 3.8567 0.1416 0.4634 -0.1223
H 3.0880 0.4640 0.9888 -0.0839
H 4.4503 0.8982 0.4750 0.0234
C -1.8007 2.0998 3.3945 -0.2120
S -2.3090 1.8279 1.6801 0.7771
C -4.0965 2.0246 2.0151 -0.2304
O -2.1497 0.3778 1.4063 -0.5897
H -2.0447 3.1258 3.6728 0.0633
H -0.7221 1.9520 3.4328 0.0124
H -2.3073 1.3781 4.0346 0.0669
H -4.2984 3.0394 2.3584 0.0543
H -4.3822 1.2911 2.7677 0.0555
H -4.6285 1.8351 1.0829 0.0445
C 3.3728 0.8009 -4.0996 -0.0223
N 3.6765 2.1608 -3.6842 -0.0736
C 4.8307 2.7855 -4.3032 -0.1605
C 4.7090 4.2948 -4.2197 -0.1505
C 4.5063 4.6742 -2.7659 -0.1645
N 3.3694 3.9586 -2.2196 -0.0771
C 2.8739 4.4406 -0.9423 -0.0310
C 2.9604 2.7361 -2.6783 -0.4606
O 1.9730 2.1715 -2.1895 -0.1110
H 2.9008 0.7885 -5.0857 0.0982
H 2.7043 0.3440 -3.3764 0.0664
H 4.2973 0.2215 -4.1414 0.0951
H 4.8661 2.4627 -5.3453 0.1244
H 5.7560 2.4509 -3.8174 0.1299
H 3.8405 4.6153 -4.7990 0.1249
H 5.5985 4.7773 -4.6227 0.1174
H 4.2998 5.7433 -2.6754 0.1246
H 5.4133 4.4618 -2.1843 0.1297
H 2.4336 5.4352 -1.0546 0.0894
H 3.6911 4.5069 -0.2182 0.0997
H 2.1290 3.7462 -0.5651 0.0565
C -3.7184 3.0068 -2.1804 -0.1463
C -3.0385 3.8855 -1.1288 -0.4256
P -1.2144 3.5200 -1.0385 0.9032
C -0.6316 4.5285 -2.4853 -0.4064
C -0.8733 6.0359 -2.4750 -0.1437
C -0.6630 4.5914 0.3933 -0.4243
C -1.6523 5.5862 0.9964 -0.1448
H -4.7959 3.1823 -2.2024 0.0692
H -3.5387 1.9499 -1.9748 0.0408
H -3.3272 3.2181 -3.1771 0.0673
H -3.4684 3.6874 -0.1473 0.0329
H -3.2018 4.9404 -1.3510 0.0633
H -1.0786 4.0704 -3.3708 0.0661
H 0.4403 4.3254 -2.5576 0.0494
H -1.9357 6.2816 -2.4483 0.0587
H -0.4574 6.4854 -3.3792 0.0690
H -0.3937 6.5123 -1.6182 0.0583
H 0.2284 5.1206 0.0483 0.0527
H -0.3119 3.9090 1.1710 -0.0014
H -2.0481 6.2791 0.2532 0.0601
H -1.1567 6.1753 1.7706 0.0741
H -2.4979 5.0726 1.4584 0.0511